Record 1
This record from the OMol25 dataset describes a 7-piece molecular cluster, C32H43F18NO15 overall. The level of theory is ωB97M-V/def2-TZVPD.

Element x y z (Å)
F1 3.791 2.311 -3.228
F2 -6.729 -4.804 0.277
F3 4.927 5.819 -1.283
F4 6.276 -5.236 -5.471
F5 -5.299 -4.797 1.904
F6 -11.629 -0.804 3.377
F7 6.619 5.158 -0.107
F8 6.523 -4.967 -7.602
F9 -13.745 -1.252 3.412
F10 -1.337 4.266 4.192
F11 8.265 -5.143 -6.329
F12 -12.611 -1.529 1.587
F13 0.214 5.722 4.575
F14 6.589 7.160 -0.940
F15 2.249 2.558 -1.728
F16 -5.392 -3.119 0.544
F17 0.406 3.706 5.348
F18 4.333 2.853 -1.203
O1 -11.991 1.266 1.764
O2 3.210 -4.651 2.152
O3 7.268 -2.818 -4.963
O4 3.595 -0.242 -2.406
O5 -14.186 1.160 2.300
O6 6.945 -2.355 -7.152
O7 -7.784 -2.397 1.457
O8 3.604 0.497 -0.268
O9 0.163 3.293 2.194
O10 1.942 4.415 3.023
O11 8.206 5.678 -2.451
O12 2.087 -3.603 0.530
O13 0.725 -3.258 3.421
O14 6.345 4.670 -3.246
O15 -7.390 -3.757 3.222
N1 -1.158 -2.806 2.275
C1 0.987 -3.924 -0.340
C2 -13.089 0.694 2.234
C3 6.249 5.890 -1.169
C4 0.697 3.975 3.017
C5 -12.139 2.626 1.284
C6 -7.180 -3.373 2.110
C7 6.930 5.335 -2.443
C8 3.616 -0.863 0.246
C9 5.971 -0.807 -4.484
C10 8.796 6.088 -4.784
C11 -8.235 -0.645 3.097
C12 -0.024 4.435 4.308
C13 7.348 -1.408 -4.640
C14 2.236 -4.582 1.477
C15 -2.082 -3.153 1.195
C16 -12.767 -0.755 2.672
C17 3.498 2.122 -1.951
C18 7.058 -3.112 -6.234
C19 2.522 4.968 0.711
C20 2.754 4.043 1.881
C21 3.585 0.624 -1.579
C22 7.021 -4.649 -6.413
C23 0.764 -5.419 -0.116
C24 -0.162 -3.649 2.696
C25 1.034 -5.514 1.392
C26 8.985 5.201 -3.575
C27 5.005 -1.452 0.231
C28 -12.097 3.614 2.426
C29 -0.169 -5.115 2.284
C30 -8.824 -1.694 2.183
C31 -0.802 -1.386 2.334
C32 -6.124 -4.035 1.191
H1 1.585 -5.945 -0.612
H2 5.393 -1.354 -3.741
H3 -2.193 -2.295 0.531
H4 2.544 3.005 1.622
H5 -11.302 2.763 0.604
H6 5.376 -1.557 -0.789
H7 8.706 4.169 -3.783
H8 -12.133 4.629 2.032
H9 5.696 -0.821 0.790
H10 -9.442 -1.246 1.408
H11 10.012 5.223 -3.218
H12 6.052 0.231 -4.161
H13 1.357 -6.512 1.682
H14 9.450 5.752 -5.588
H15 7.767 6.050 -5.140
H16 3.778 4.107 2.242
H17 -13.068 2.698 0.720
H18 -0.385 -1.149 3.308
H19 4.976 -2.438 0.695
H20 -1.094 -5.418 1.795
H21 -3.070 -3.379 1.596
H22 -0.197 -5.789 -0.469
H23 -9.039 -0.081 3.567
H24 9.044 7.121 -4.542
H25 2.705 6.005 0.996
H26 5.427 -0.828 -5.428
H27 -1.697 -0.784 2.182
H28 -0.064 -1.134 1.564
H29 3.195 4.702 -0.097
H30 1.239 -3.646 -1.361
H31 -0.102 -5.686 3.209
H32 -7.608 0.045 2.531
H33 7.906 -1.379 -3.706
H34 0.121 -3.338 -0.014
H35 7.931 -0.904 -5.410
H36 3.235 -0.775 1.261
H37 -7.630 -1.102 3.879
H38 -12.945 3.475 3.095
H39 -11.177 3.496 2.999
H40 1.498 4.890 0.347
H41 -9.425 -2.418 2.731
H42 -1.740 -3.990 0.589
H43 2.919 -1.464 -0.331

Force components x, y, z for each atom (eV/Å):
0.006 0.014 -0.014
0.017 0.009 0.008
0.040 0.067 -0.030
-0.006 -0.007 -0.002
0.001 -0.020 -0.012
-0.003 -0.038 0.050
-0.006 0.019 0.012
0.013 -0.004 0.005
0.001 -0.015 -0.005
0.009 -0.005 0.009
-0.011 -0.004 0.004
0.007 -0.013 0.017
-0.007 0.007 0.002
-0.010 0.011 0.015
0.013 0.065 -0.010
-0.002 0.005 -0.023
-0.004 0.015 -0.002
0.045 0.038 -0.033
-0.030 -0.041 0.013
0.158 -0.037 0.168
0.001 -0.037 -0.046
-0.055 -0.006 0.050
0.029 0.006 0.010
-0.010 -0.005 0.023
0.023 -0.049 -0.005
0.004 0.033 -0.050
0.012 0.022 0.001
-0.077 -0.005 0.004
-0.042 -0.009 0.017
0.054 -0.084 -0.210
0.537 0.220 0.224
0.022 0.017 0.001
0.003 0.025 -0.014
0.473 0.074 -0.788
-0.297 0.043 0.246
0.024 -0.046 -0.012
0.027 -0.078 -0.083
0.002 0.000 0.061
-0.002 0.153 -0.098
0.025 -0.024 -0.042
-0.007 0.001 0.051
-0.050 -0.231 0.153
-0.026 -0.146 -0.062
-0.076 0.062 0.043
0.121 -0.034 -0.021
0.021 -0.033 -0.059
0.061 0.208 0.073
-0.169 0.165 0.021
-0.249 0.137 0.207
-0.007 0.103 -0.056
-0.014 -0.143 0.038
0.016 -0.051 0.010
-0.235 0.119 0.109
0.222 -0.140 -0.171
0.004 0.053 0.041
-0.001 0.070 -0.005
0.423 0.363 0.146
-0.508 -0.239 -0.033
-0.142 -0.355 -0.174
0.119 -0.076 -0.105
0.061 0.091 -0.075
0.003 -0.076 0.078
-0.070 -0.074 0.024
-0.205 0.125 0.080
-0.298 0.069 0.329
-0.081 0.029 0.042
-0.254 -0.131 -0.207
0.019 0.051 0.016
0.049 -0.032 -0.011
-0.071 0.016 0.013
0.020 -0.044 0.024
-0.025 -0.026 -0.001
-0.054 0.017 0.015
0.001 0.003 -0.007
-0.008 -0.028 0.037
0.052 -0.022 -0.046
-0.020 0.033 0.038
0.003 0.001 0.012
0.033 0.027 -0.020
0.006 -0.004 0.000
0.007 -0.031 -0.007
-0.033 0.050 0.066
-0.022 -0.038 0.040
0.032 -0.021 -0.041
-0.019 0.002 0.013
0.055 -0.062 0.028
0.033 -0.096 -0.059
-0.001 -0.014 0.109
-0.008 0.001 -0.005
0.033 -0.008 -0.012
0.070 -0.018 0.004
0.021 0.031 -0.009
0.015 -0.040 -0.006
-0.019 -0.014 0.029
0.001 0.007 0.002
0.139 -0.027 0.054
0.031 0.140 0.047
-0.034 0.022 -0.005
-0.015 -0.064 0.005
0.128 -0.011 -0.186
-0.032 -0.046 -0.050
-0.007 0.062 -0.014
-0.034 -0.012 0.014
-0.017 0.011 -0.026
0.013 0.026 -0.022
0.012 -0.062 -0.003
0.070 -0.046 0.005
-0.086 0.026 0.084
0.017 0.057 -0.066

Output
Kohn-Sham gap	9.87	eV
spin multiplicity	1
E_HOMO	-0.3484	Eh
electronic energy	-115001.6117	eV

=====

Record 2
This record from the OMol25 dataset describes C11H14N4O3PtS as an isolated structure. The level of theory is ωB97M-V/def2-TZVPD.

Element x y z (Å)
Pt1 0.347 -0.138 0.375
S1 2.398 0.748 -0.106
O1 -0.707 1.345 -0.481
O2 -2.700 -0.232 -1.425
O3 -0.392 2.223 -2.512
N1 4.566 -0.534 0.676
N2 2.682 -1.631 1.263
N3 1.333 -1.574 1.241
N4 -1.228 -1.194 1.188
C1 -1.696 -3.200 2.355
C2 3.231 -0.581 0.664
C3 -3.046 -2.879 2.366
C4 -2.404 0.969 -2.154
C5 -3.464 -1.692 1.798
C6 -3.463 1.978 -1.743
C7 -2.427 0.710 -3.649
C8 -1.036 1.554 -1.731
C9 0.649 -2.508 1.778
C10 -0.803 -2.326 1.773
C11 -2.516 -0.871 1.206
H1 -3.459 2.102 -0.659
H2 -2.167 -0.941 -1.800
H3 -1.754 -0.114 -3.907
H4 -1.324 -4.116 2.795
H5 -2.090 1.593 -4.189
H6 5.041 0.187 0.165
H7 -3.438 0.447 -3.968
H8 -3.247 2.941 -2.207
H9 1.157 -3.350 2.233
H10 5.084 -1.311 1.050
H11 -3.768 -3.550 2.815
H12 -2.776 0.050 0.702
H13 -4.454 1.642 -2.060
H14 -4.505 -1.403 1.794

Force components x, y, z for each atom (eV/Å):
0.266 0.467 -0.065
-0.149 -0.387 -0.005
-0.476 0.152 0.155
-0.067 0.086 -0.513
-0.126 -0.052 0.064
0.318 0.017 -0.066
0.270 0.268 -0.213
0.405 0.483 -0.276
-0.203 0.363 -0.333
0.011 -0.286 0.167
-0.342 -0.150 0.150
-0.038 -0.102 0.020
0.030 0.057 0.027
0.012 0.000 0.002
-0.085 0.034 0.006
-0.101 -0.102 -0.065
0.482 -0.178 0.078
-0.492 -0.559 0.305
0.281 -0.300 0.178
-0.165 0.262 0.060
0.007 0.038 -0.028
0.051 -0.021 -0.003
0.010 0.063 0.000
-0.072 0.027 0.028
-0.008 -0.015 0.016
0.038 -0.021 0.021
0.039 -0.018 0.020
-0.038 0.004 0.022
-0.107 -0.020 0.044
-0.015 0.026 0.002
0.060 -0.015 0.014
0.098 -0.126 0.190
0.068 -0.012 0.015
0.040 0.018 -0.014

Output
Kohn-Sham gap	7.27	eV
spin multiplicity	1
E_HOMO	-0.3003	Eh
electronic energy	-37820.1288	eV

=====

Record 3
This record from the OMol25 dataset describes a 2-piece molecular cluster, C8H6BrCl overall at a distorted geometry. The level of theory is ωB97M-V/def2-TZVPD.

Element x y z (Å)
Br1 4.348 1.968 1.828
Cl1 4.458 -1.671 -2.412
C1 3.385 -1.875 -1.265
C2 0.771 -1.904 1.480
C3 1.689 -2.081 0.702
C4 3.693 1.836 -1.089
C5 0.032 -2.088 2.671
C6 3.252 1.783 -2.458
C7 3.869 1.789 0.079
C8 2.529 -2.057 -0.385
H1 4.059 1.365 -3.163
H2 -0.801 -1.376 2.800
H3 -0.408 -3.106 2.745
H4 2.517 0.947 -2.432
H5 2.964 2.744 -2.988
H6 0.677 -2.063 3.640

Force components x, y, z for each atom (eV/Å):
-0.228 -0.206 -0.532
0.887 0.064 -0.858
0.429 0.006 -0.498
-4.016 0.778 2.392
6.847 -0.827 -6.720
-0.328 0.521 -1.448
-0.234 -0.776 2.814
0.883 -1.082 -2.280
0.848 0.320 2.477
-3.741 0.089 4.647
-0.807 0.564 1.201
0.441 -0.131 0.018
0.123 0.483 -0.406
-0.198 1.007 -0.612
-0.190 -1.151 1.189
-0.715 0.340 -1.385

Output
Kohn-Sham gap (alpha / beta)	5.79 / 6.18	eV
expectation value of S²	2.01
spin multiplicity	3
E_HOMO (alpha / beta)	-0.1900 / -0.3258	Eh
electronic energy	-90947.7823	eV

=====

Record 4
This record from the OMol25 dataset describes C4H9NO3SSi as an isolated structure at a distorted geometry. The level of theory is ωB97M-V/def2-TZVPD.

Element x y z (Å)
S1 3.450 0.145 1.099
Si1 2.277 0.017 -0.765
O1 3.185 0.514 -2.054
O2 0.917 0.742 -0.209
O3 0.241 -1.447 -0.747
N1 1.566 -1.463 -1.157
C1 0.127 -0.411 0.295
C2 -2.210 -0.896 -0.469
C3 -1.329 -0.019 0.406
C4 -1.711 1.126 0.996
H1 2.320 0.281 1.711
H2 0.493 -0.248 1.174
H3 -2.116 -1.957 -0.236
H4 -2.724 1.377 1.029
H5 -1.095 1.867 1.473
H6 -1.693 -0.806 -1.513
H7 -3.185 -0.427 -0.460
H8 3.649 1.393 -1.912
H9 2.118 -2.310 -0.730

Force components x, y, z for each atom (eV/Å):
1.243 -0.371 -1.543
1.714 1.669 0.512
0.183 1.653 1.054
-0.620 0.033 -1.528
-0.062 0.782 3.081
2.608 -3.478 0.149
-3.385 2.194 -6.552
1.543 1.206 -1.269
0.018 0.315 -0.819
0.993 -1.459 -0.339
-1.006 0.215 0.857
2.663 -2.353 6.144
-0.552 0.132 0.211
-1.601 0.240 -0.154
0.664 -0.203 0.062
-1.469 -0.081 1.627
-0.454 -0.626 -0.209
-0.752 -1.661 -0.275
-1.729 1.794 -1.008

Output
Kohn-Sham gap	9.85	eV
spin multiplicity	1
E_HOMO	-0.3479	Eh
electronic energy	-30638.7464	eV

=====

Record 5
This record from the OMol25 dataset describes a 2-piece molecular cluster, C3H9NO overall at a distorted geometry. The level of theory is ωB97M-V/def2-TZVPD.

Element x y z (Å)
O1 -2.402 -1.711 -0.727
N1 2.173 0.084 -0.607
C1 -2.110 0.487 -0.015
C2 -2.723 -0.677 0.123
C3 2.609 0.868 0.531
H1 1.904 0.692 1.337
H2 -2.183 1.239 0.744
H3 2.545 1.921 0.276
H4 1.773 -0.796 -0.311
H5 -3.187 -2.228 -0.938
H6 2.851 -0.204 -1.300
H7 -3.487 -0.888 0.856
H8 -1.394 0.563 -0.824
H9 3.630 0.651 0.853

Force components x, y, z for each atom (eV/Å):
-0.259 -0.004 -0.053
-0.707 -0.951 -0.499
0.355 -0.685 0.063
0.030 0.080 -0.524
0.269 0.008 -0.378
0.098 0.007 0.211
-0.213 0.386 0.015
0.101 0.261 0.050
-0.192 0.084 0.161
0.068 -0.007 0.146
0.422 0.607 0.210
-0.012 -0.059 0.243
0.068 0.282 0.117
-0.027 -0.007 0.237

Output
Kohn-Sham gap	9.94	eV
spin multiplicity	1
E_HOMO	-0.3312	Eh
electronic energy	-6793.1332	eV

=====

Record 6
This record from the OMol25 dataset describes a 19-piece molecular cluster, C18H39Cl36NO3P overall at a distorted geometry. The level of theory is ωB97M-V/def2-TZVPD.

Element x y z (Å)
Cl1 -4.093 12.370 -8.810
Cl2 1.462 7.613 8.738
Cl3 -2.151 9.827 -2.390
Cl4 2.956 -18.871 1.841
Cl5 -0.523 3.456 -4.738
Cl6 -4.999 9.601 -8.609
Cl7 -0.449 0.370 -6.914
Cl8 5.921 -6.291 5.578
Cl9 -1.923 2.109 -2.557
Cl10 2.197 3.025 -2.211
Cl11 1.782 3.014 4.507
Cl12 2.848 5.981 3.464
Cl13 -6.093 -4.024 -4.275
Cl14 4.424 -4.544 2.266
Cl15 0.182 9.000 6.511
Cl16 5.950 -9.646 3.234
Cl17 -3.456 -1.953 -5.077
Cl18 8.157 -8.112 6.037
Cl19 1.379 0.259 -2.686
Cl20 -3.491 5.911 6.867
Cl21 -8.121 -2.066 0.029
Cl22 5.518 -7.792 1.019
Cl23 4.374 -14.159 2.299
Cl24 0.693 7.658 -1.799
Cl25 -1.961 7.367 4.848
Cl26 -7.276 -1.428 -4.910
Cl27 0.560 7.751 3.067
Cl28 1.301 10.369 -0.900
Cl29 2.453 -4.224 0.135
Cl30 5.794 -12.851 0.107
Cl31 -1.928 11.428 -4.825
Cl32 1.094 0.347 3.548
Cl33 -0.965 -1.562 -3.596
Cl34 -0.915 -0.957 -9.478
Cl35 1.429 -17.152 3.642
Cl36 -10.071 -1.729 -2.121
P1 -0.384 -0.491 0.074
O1 -1.282 -0.061 1.460
O2 1.648 -1.289 1.403
O3 -0.653 -2.154 -0.296
N1 1.300 -0.347 0.363
C1 -8.481 -2.366 -1.674
C2 -0.820 -1.155 -7.720
C3 -7.482 -3.182 -4.970
C4 -2.717 -1.356 -3.581
C5 -1.098 10.322 -3.721
C6 0.336 8.914 -0.610
C7 4.036 -4.872 0.570
C8 4.550 -12.677 1.349
C9 -3.340 7.415 5.951
C10 2.354 1.613 -3.266
C11 0.798 1.568 4.784
C12 -4.644 11.089 -7.723
C13 2.347 -17.238 2.134
C14 1.373 6.634 4.180
C15 -1.757 3.606 -3.478
C16 6.691 -7.397 6.720
C17 6.395 -8.089 2.524
C18 0.984 9.181 8.076
H1 3.397 1.310 -3.289
H2 -0.746 -2.155 -1.246
H3 -2.708 3.845 -3.945
H4 0.698 5.812 4.405
H5 -0.791 9.438 -4.272
H6 4.032 -5.947 0.415
H7 1.045 1.156 5.758
H8 -0.039 -1.873 -7.490
H9 1.872 9.793 7.948
H10 7.460 -8.088 2.316
H11 6.154 -7.299 3.231
H12 -8.373 -3.449 -4.408
H13 -3.201 8.238 6.647
H14 -4.246 7.568 5.374
H15 3.603 -12.453 0.869
H16 -2.944 -0.300 -3.474
H17 -7.595 -3.486 -6.006
H18 2.084 -2.048 0.998
H19 -1.465 4.402 -2.800
H20 0.300 9.662 8.769
H21 3.188 -16.555 2.196
H22 -0.251 1.849 4.757
H23 5.993 -8.192 6.963
H24 1.698 -16.952 1.311
H25 4.829 -11.866 2.014
H26 4.790 -4.409 -0.058
H27 -0.719 9.175 -0.684
H28 2.025 1.885 -4.265
H29 -8.469 -3.438 -1.850
H30 -0.717 -0.050 2.248
H31 -3.128 -1.910 -2.741
H32 -0.227 10.823 -3.311
H33 -3.864 10.887 -6.996
H34 1.628 7.160 5.086
H35 6.954 -6.847 7.618
H36 -1.776 -1.519 -7.356
H37 -7.725 -1.882 -2.283
H38 0.563 8.534 0.382
H39 -5.545 11.421 -7.218

Force components x, y, z for each atom (eV/Å):
0.012 0.074 0.060
0.026 0.037 0.049
-0.357 0.138 -0.314
0.032 0.007 -0.076
0.013 0.108 -0.173
-0.024 -0.027 0.072
-0.045 -0.043 0.056
-0.087 0.080 0.159
0.071 0.124 0.091
0.050 0.116 -0.011
0.003 0.137 0.111
0.006 0.094 0.043
-0.174 -0.137 0.037
0.133 -0.080 0.069
0.064 0.223 0.247
0.041 -0.025 0.146
-0.036 0.051 -0.124
0.043 -0.044 0.061
0.474 0.460 -0.230
-0.070 0.032 0.058
0.047 -0.055 -0.047
0.210 -0.253 -0.002
-0.032 0.044 0.115
-0.071 0.004 0.017
-0.440 -0.028 -0.123
-0.061 0.031 -0.090
0.092 0.103 -0.019
-0.031 0.122 0.036
0.040 -0.158 -0.106
-0.033 0.070 0.002
0.033 0.058 -0.068
0.318 0.093 0.330
-0.320 -0.137 -0.227
-0.017 -0.085 -0.101
-0.018 0.082 -0.012
-0.005 -0.049 -0.135
1.810 1.679 -1.295
0.484 -1.244 -0.225
0.468 -0.713 1.463
-0.151 -0.055 1.693
-2.761 -0.054 -0.696
0.163 -0.069 0.062
0.013 -0.068 0.234
-0.078 -0.089 -0.038
0.113 0.060 0.332
0.216 -0.115 -0.039
-0.193 -0.222 0.339
-0.167 0.003 -0.301
-0.051 0.190 -0.080
-0.019 0.075 0.018
-0.041 -0.360 -0.198
-0.280 -0.418 -0.076
-0.016 -0.024 0.144
0.039 0.103 -0.060
0.089 -0.395 -0.083
-0.212 -0.064 0.193
-0.087 -0.024 0.108
0.106 0.250 0.000
0.070 0.166 0.021
-0.052 0.065 0.136
-0.048 0.128 -0.300
0.102 -0.073 -0.076
0.034 0.017 -0.161
-0.135 0.020 0.037
-0.136 0.267 0.122
0.095 0.093 -0.056
0.017 0.107 -0.072
-0.015 -0.120 -0.043
-0.087 -0.124 -0.055
-0.101 -0.153 -0.115
0.067 0.077 0.020
0.098 -0.104 -0.004
0.078 -0.114 -0.014
0.065 -0.122 -0.013
0.087 -0.034 -0.127
0.100 0.067 0.047
-0.198 0.337 -0.203
0.116 -0.109 -0.026
-0.024 -0.119 -0.057
-0.058 -0.142 0.049
0.087 0.095 -0.055
0.047 0.014 -0.144
-0.020 -0.100 0.080
0.075 -0.108 -0.023
-0.046 0.081 0.125
0.480 -0.081 0.044
-0.065 0.083 0.118
-0.086 0.053 0.102
-0.071 -0.181 -0.248
0.047 -0.055 -0.107
-0.127 0.040 0.036
0.030 -0.026 -0.117
0.049 0.204 0.037
0.057 0.036 -0.129
0.024 0.120 -0.046
-0.087 0.090 0.083
0.187 -0.004 -0.122
0.011 -0.009 -0.137

Output
Kohn-Sham gap	4.57	eV
spin multiplicity	1
total charge	-1
E_HOMO	-0.1099	Eh
electronic energy	-487026.9604	eV